[1]
DFT (ωB97M-V/def2-TZVPD) results for a structure of composition C38H41N7O4SSbTl in a non-equilibrium geometry.

Each line ends with the Löwdin charge.
Cartesian coordinates (Å):
1 Tl -0.397 -0.102 -0.173  1.109
2 C 1.700 1.310 -2.579  -0.011
3 C 2.544 0.351 -1.789  -0.290
4 C 3.847 0.113 -2.221  0.003
5 C 4.640 -0.796 -1.563  -0.016
6 C 4.103 -1.472 -0.473  -0.104
7 C 2.808 -1.193 -0.077  -0.445
8 N 2.044 -0.275 -0.708  0.000
9 Sb 2.126 -2.286 1.632  1.598
10 C 1.098 -0.636 2.545  -0.427
11 C 1.616 -0.302 3.786  -0.104
12 C 1.005 0.677 4.553  -0.001
13 C -0.163 1.239 4.086  0.013
14 C -0.663 0.874 2.844  -0.299
15 C -1.984 1.412 2.400  -0.015
16 N -0.005 -0.007 2.059  -0.025
17 C 0.393 -3.216 0.804  -0.484
18 C 0.556 -4.507 0.329  -0.111
19 C -0.563 -5.181 -0.141  -0.027
20 C -1.792 -4.562 -0.056  0.006
21 C -1.879 -3.280 0.484  -0.310
22 C -3.216 -2.644 0.718  -0.014
23 N -0.796 -2.598 0.866  0.022
24 H 1.910 1.193 -3.641  0.102
25 H 0.634 1.160 -2.433  0.042
26 H 1.941 2.340 -2.304  0.089
27 H 4.214 0.638 -3.094  0.130
28 H 5.649 -0.997 -1.897  0.127
29 H 4.690 -2.209 0.059  0.096
30 H 2.496 -0.812 4.153  0.096
31 H 1.411 0.963 5.514  0.132
32 H -0.710 1.955 4.682  0.131
33 H -2.421 2.030 3.181  0.101
34 H -1.900 2.010 1.492  0.067
35 H -2.661 0.580 2.212  0.073
36 H 1.532 -4.977 0.314  0.104
37 H -0.475 -6.182 -0.545  0.126
38 H -2.691 -5.071 -0.374  0.131
39 H -3.731 -3.168 1.526  0.109
40 H -3.089 -1.616 1.044  0.047
41 H -3.859 -2.696 -0.160  0.102
42 N -3.065 0.200 -0.221  0.049
43 C -3.285 0.959 -1.412  -0.280
44 C -4.022 2.134 -1.370  -0.044
45 C -4.210 2.886 -2.518  -0.058
46 C -3.669 2.446 -3.720  -0.050
47 C -2.952 1.262 -3.753  -0.015
48 C -2.748 0.498 -2.603  -0.160
49 C -1.984 -0.775 -2.708  -0.195
50 C -2.272 -1.646 -3.762  -0.010
51 C -1.510 -2.776 -4.013  -0.039
52 C -0.405 -3.058 -3.225  -0.048
53 C -0.097 -2.226 -2.157  -0.125
54 C -0.906 -1.125 -1.896  -0.253
55 H -3.653 0.549 0.527  0.089
56 H -3.320 -0.768 -0.383  0.050
57 H -4.461 2.456 -0.432  0.124
58 H -4.782 3.802 -2.474  0.121
59 H -3.815 3.014 -4.628  0.117
60 H -2.525 0.925 -4.690  0.126
61 H -3.120 -1.424 -4.399  0.128
62 H -1.775 -3.425 -4.836  0.119
63 H 0.215 -3.919 -3.436  0.119
64 H 0.769 -2.444 -1.548  0.077
65 C 1.364 6.697 -5.056  -0.106
66 C 1.497 7.585 -3.828  -0.282
67 S 0.454 7.101 -2.472  0.655
68 O -0.565 6.183 -2.934  -0.327
69 O 0.083 8.266 -1.714  -0.278
70 C 1.524 6.142 -1.439  -0.209
71 C 0.708 5.718 -0.219  -0.113
72 N 0.841 4.287 0.080  0.071
73 C 0.007 3.337 -0.371  -0.295
74 N 0.342 2.143 0.115  0.036
75 C 1.468 2.329 0.885  -0.033
76 C 1.769 3.643 0.867  -0.110
77 N 2.915 4.266 1.484  -0.331
78 O 3.243 5.360 1.083  0.121
79 O 3.467 3.622 2.342  0.126
80 C -1.150 3.611 -1.261  0.042
81 H 1.987 7.102 -5.852  0.087
82 H 0.335 6.662 -5.402  0.080
83 H 1.690 5.677 -4.855  0.074
84 H 1.200 8.618 -4.015  0.112
85 H 2.514 7.597 -3.434  0.106
86 H 2.379 6.748 -1.150  0.113
87 H 1.855 5.288 -2.032  0.114
88 H -0.357 5.894 -0.363  0.125
89 H 1.024 6.279 0.655  0.139
90 H 2.001 1.543 1.382  0.115
91 H -0.956 4.436 -1.953  0.068
92 H -2.028 3.882 -0.672  0.107
93 H -1.387 2.713 -1.832  0.071

For the largest force on an atom, the calculation gives 1.16 eV Å⁻¹. The gap between HOMO and LUMO is 0.2976 Eh. Its highest occupied orbital energy is -13.505 eV. The relative energy (zero: lowest compared OMol25 entry of this formula, charge and spin) comes out at 0.0 kcal/mol. The molar mass is 1018.00 g mol⁻¹. For the energy, the calculation gives -2967.20322 hartree. Its charge is +2.


[2]
DFT (ωB97M-V/def2-TZVPD) results for a structure of composition C38H42AsI2N4ORb in a non-equilibrium geometry.

Each line ends with the Löwdin charge.
Cartesian coordinates (Å):
1 Rb 0.368 -0.763 -0.556  0.623
2 C 4.410 1.810 1.219  -0.074
3 C 3.287 1.229 0.569  -0.158
4 N 2.847 -0.012 0.792  0.053
5 C 3.457 -0.761 1.720  -0.197
6 C 4.580 -0.270 2.416  -0.193
7 C 5.033 1.048 2.131  -0.050
8 C 5.178 -1.071 3.414  -0.100
9 C 4.589 -2.278 3.789  -0.100
10 C 3.465 -2.800 3.080  -0.062
11 C 2.880 -2.091 2.015  -0.273
12 N 1.743 -2.368 1.383  0.008
13 C 1.161 -3.645 1.453  -0.202
14 C 1.847 -4.837 1.567  -0.060
15 C 1.204 -6.067 1.372  -0.101
16 C -0.139 -6.178 1.089  -0.090
17 C -0.898 -5.017 1.031  -0.203
18 C -2.272 -5.110 0.850  -0.036
19 C -3.000 -3.950 0.851  -0.055
20 C -2.329 -2.733 1.077  -0.151
21 N -1.043 -2.600 1.223  0.048
22 C -0.305 -3.746 1.232  -0.146
23 H 4.721 2.790 0.979  0.086
24 H 2.782 1.860 -0.139  0.084
25 H 5.845 1.363 2.770  0.104
26 H 6.031 -0.671 3.910  0.073
27 H 4.963 -2.848 4.639  0.085
28 H 2.899 -3.662 3.481  0.098
29 H 2.888 -4.741 1.737  0.081
30 H 1.755 -6.988 1.552  0.091
31 H -0.607 -7.190 1.052  0.110
32 H -2.744 -6.084 0.639  0.117
33 H -4.056 -3.999 0.721  0.093
34 H -2.951 -1.846 1.159  0.110
35 I 2.670 0.336 -3.442  0.835
36 C 1.355 1.802 -4.352  -0.574
37 C 1.841 2.375 -5.515  -0.201
38 C 1.010 3.260 -6.201  -0.119
39 C -0.236 3.578 -5.685  -0.065
40 C -0.749 2.983 -4.525  -0.206
41 C -2.051 3.253 -4.076  -0.073
42 C -2.491 2.639 -2.920  -0.100
43 C -1.679 1.731 -2.218  -0.165
44 C -0.357 1.434 -2.611  -0.194
45 C 0.079 2.052 -3.799  -0.317
46 H 2.848 2.130 -5.858  0.070
47 H 1.323 3.687 -7.123  0.076
48 H -0.890 4.250 -6.217  0.093
49 H -2.700 3.975 -4.579  0.098
50 H -3.477 2.817 -2.530  0.085
51 H -2.119 1.241 -1.363  0.057
52 C -2.943 3.405 2.006  -0.179
53 C -2.095 2.782 3.103  -0.461
54 As -0.488 1.858 2.431  1.212
55 C 0.374 3.448 1.671  -0.455
56 C 0.615 4.665 2.518  -0.175
57 C 0.476 1.783 4.119  -0.452
58 C 1.824 1.054 4.001  -0.158
59 H -3.729 3.998 2.454  0.057
60 H -3.413 2.721 1.316  0.026
61 H -2.378 4.132 1.383  0.063
62 H -2.652 2.049 3.682  0.055
63 H -1.755 3.566 3.794  0.049
64 H -0.237 3.721 0.797  0.061
65 H 1.302 3.058 1.274  0.025
66 H -0.308 5.060 2.937  0.056
67 H 1.044 5.443 1.889  0.064
68 H 1.276 4.438 3.359  0.057
69 H -0.174 1.236 4.792  0.058
70 H 0.625 2.783 4.439  0.027
71 H 1.740 0.069 3.538  0.062
72 H 2.281 0.928 4.977  0.065
73 H 2.536 1.589 3.385  0.048
74 I -6.777 -0.110 0.469  0.181
75 C -5.098 1.140 -0.268  -0.723
76 H -5.356 1.120 -1.359  -0.158
77 H -4.303 0.384 -0.157  -0.183
78 C -2.855 -3.235 -3.536  -0.027
79 N -1.953 -2.110 -3.589  -0.179
80 C -2.277 -1.095 -4.568  -0.054
81 C -0.716 -2.121 -3.131  -0.428
82 O -0.162 -3.011 -2.482  -0.062
83 H -2.867 -3.575 -2.501  0.088
84 H -2.510 -4.020 -4.197  0.086
85 H -3.828 -2.852 -3.919  0.101
86 H -2.525 -1.535 -5.534  0.083
87 H -1.428 -0.438 -4.729  0.079
88 H -3.117 -0.443 -4.220  0.110
89 H -0.119 -1.208 -3.349  0.068

For the largest force on an atom, the calculation gives 2.43 eV Å⁻¹. The gap between HOMO and LUMO is 0.1741 Eh. Its highest occupied orbital energy is -1.058 eV. The relative energy (zero: lowest compared OMol25 entry of this formula, charge and spin) comes out at 1.8 kcal/mol. The molar mass is 984.98 g mol⁻¹. For the energy, the calculation gives -4622.66795 hartree. Its charge is -2.


[3]
DFT (ωB97M-V/def2-TZVPD) results for a structure of composition C38H42BN9O3Ti.

Each line ends with the Löwdin charge.
Cartesian coordinates (Å):
1 Ti -0.016 0.263 0.186  1.252
2 C -2.514 -2.058 4.492  0.015
3 C -1.485 -2.028 3.415  -0.221
4 C -0.566 -3.000 3.061  0.065
5 C 0.176 -2.476 2.013  -0.189
6 N -0.275 -1.227 1.719  0.040
7 N -1.291 -0.984 2.605  0.037
8 B -2.133 0.271 2.440  -0.494
9 N -2.771 0.218 1.028  0.060
10 N -2.013 0.285 -0.120  -0.011
11 C -2.886 0.297 -1.172  -0.182
12 C -4.174 0.208 -0.676  0.068
13 C -4.067 0.158 0.708  -0.217
14 C -5.160 0.066 1.715  0.015
15 C -2.531 0.489 -2.587  -0.171
16 C -3.374 1.277 -3.373  -0.020
17 C -3.095 1.476 -4.714  -0.051
18 C -1.976 0.888 -5.289  -0.056
19 C -1.137 0.100 -4.514  -0.060
20 C -1.414 -0.098 -3.170  -0.048
21 N -1.230 1.518 2.556  0.049
22 N -0.276 1.816 1.615  -0.014
23 C 0.234 3.034 1.951  -0.192
24 C -0.364 3.453 3.134  0.056
25 C -1.283 2.480 3.486  -0.224
26 C -2.204 2.450 4.656  0.010
27 C 1.139 3.902 1.160  -0.167
28 C 2.270 3.488 0.463  -0.051
29 C 3.065 4.401 -0.213  -0.062
30 C 2.739 5.748 -0.212  -0.055
31 C 1.611 6.177 0.471  -0.049
32 C 0.822 5.265 1.151  -0.024
33 C 1.277 -3.241 1.393  -0.179
34 C 1.003 -4.555 1.001  -0.051
35 C 2.019 -5.385 0.558  -0.059
36 C 3.327 -4.917 0.509  -0.057
37 C 3.612 -3.623 0.920  -0.051
38 C 2.593 -2.793 1.369  -0.038
39 H -2.445 -2.998 5.033  0.097
40 H -3.521 -1.972 4.084  0.085
41 H -2.368 -1.243 5.201  0.092
42 H -0.413 -3.954 3.535  0.137
43 H -2.989 0.321 3.259  0.122
44 H -5.083 0.170 -1.251  0.135
45 H -6.113 -0.055 1.208  0.097
46 H -5.206 0.968 2.325  0.098
47 H -5.014 -0.783 2.382  0.086
48 H -4.240 1.751 -2.928  0.121
49 H -3.755 2.089 -5.314  0.116
50 H -1.764 1.038 -6.339  0.115
51 H -0.273 -0.374 -4.962  0.111
52 H -0.787 -0.735 -2.571  0.060
53 H -0.152 4.361 3.671  0.134
54 H -2.000 3.301 5.300  0.096
55 H -2.078 1.539 5.240  0.090
56 H -3.245 2.504 4.338  0.095
57 H 2.549 2.448 0.439  0.079
58 H 3.948 4.056 -0.736  0.113
59 H 3.364 6.460 -0.735  0.116
60 H 1.344 7.225 0.478  0.117
61 H -0.064 5.611 1.666  0.118
62 H -0.012 -4.930 1.064  0.123
63 H 1.794 -6.401 0.261  0.119
64 H 4.124 -5.565 0.170  0.119
65 H 4.632 -3.264 0.910  0.121
66 H 2.829 -1.811 1.751  0.107
67 N -0.820 -3.007 -1.534  0.027
68 C 0.238 -3.175 -2.530  -0.233
69 C 1.629 -2.859 -1.991  -0.059
70 C 1.927 -1.523 -1.385  -0.478
71 O 3.034 -1.063 -1.247  0.103
72 O 0.884 -0.756 -0.960  -0.188
73 H -0.732 -3.717 -0.817  0.057
74 H -1.723 -3.154 -1.972  0.088
75 H 0.017 -2.536 -3.387  0.102
76 H 0.296 -4.193 -2.928  0.124
77 H 2.372 -2.980 -2.782  0.149
78 H 1.918 -3.583 -1.224  0.098
79 N 2.046 1.478 -2.340  0.207
80 C 0.933 2.211 -2.180  -0.344
81 C 0.715 3.270 -3.094  0.007
82 C -0.343 4.107 -2.934  -0.012
83 C -1.213 3.902 -1.848  -0.033
84 C -0.975 2.854 -1.025  -0.139
85 N 0.068 1.967 -1.166  0.031
86 H 2.658 1.698 -3.107  0.130
87 H 2.332 0.726 -1.738  0.054
88 H 1.422 3.403 -3.902  0.128
89 H -0.504 4.923 -3.626  0.128
90 H -2.057 4.549 -1.664  0.122
91 H -1.632 2.669 -0.192  0.110
92 O 1.945 0.355 1.015  -0.080
93 H 2.100 0.845 1.834  0.114
94 H 2.781 0.215 0.543  0.093

For the largest force on an atom, the calculation gives 0.84 eV Å⁻¹. The gap between HOMO and LUMO is 0.2422 Eh. Its highest occupied orbital energy is -13.638 eV. The relative energy (zero: lowest compared OMol25 entry of this formula, charge and spin) comes out at 0.0 kcal/mol. The molar mass is 731.49 g mol⁻¹. For the energy, the calculation gives -3065.90138 hartree. Its charge is +2.